Entry from the OMol25 dataset: a single C4H7NO molecule (ωB97M-V/def2-TZVPD).

Element x y z (Å)
H (-1.8694, -1.9948, 0.9382)
N (-1.7497, -1.3245, 0.1774)
C (-1.1249, -0.3007, 0.5840)
C (-0.8408, 0.8522, -0.3474)
O (0.3571, 1.5173, 0.0109)
C (1.4753, 0.7487, 0.0743)
C (1.6345, -0.5068, -0.3423)
H (-0.7468, -0.1597, 1.6059)
H (-0.8289, 0.5017, -1.3874)
H (-1.6286, 1.6056, -0.2424)
H (2.2750, 1.3015, 0.5603)
H (2.5823, -0.9988, -0.1627)
H (0.8610, -1.0835, -0.8360)

Forces on the atoms, in the same order (eV/Å):
H -0.065 0.064 -0.079
N 0.174 0.240 0.278
C -0.153 -0.159 -0.124
C -0.172 -0.083 -0.091
O 0.080 -0.019 0.073
C 0.189 -0.154 0.029
C -0.048 0.095 0.007
H -0.123 -0.061 -0.079
H 0.054 0.025 0.142
H 0.096 -0.117 -0.046
H -0.081 -0.076 -0.111
H -0.038 0.139 -0.090
H 0.086 0.107 0.090

Output
LUMO energy	1.072	eV
SMILES	[H]/N=C/COC=C
DFT total energy	-7797.41626	eV
total charge	0
largest force on an atom	0.00790	Eh/bohr
Kohn-Sham gap	10.25	eV


Entry from the OMol25 dataset: a molecular structure, C4H8F6KNO6S2 (ωB97M-V/def2-TZVPD).

Element x y z (Å)
K (1.2063, -1.0926, 0.3830)
C (-0.5584, 0.0719, -3.0547)
F (-0.3312, 1.3799, -3.0039)
F (-1.0557, -0.2416, -4.2442)
F (0.6053, -0.5746, -2.8567)
S (-1.8006, -0.4236, -1.7718)
O (-3.0576, 0.0708, -2.2090)
O (-1.6518, -1.8454, -1.6319)
N (-1.1800, 0.2495, -0.4296)
S (-1.8862, 1.6449, -0.0297)
O (-1.8554, 2.6982, -1.0006)
O (-3.1002, 1.4318, 0.6931)
C (-0.6201, 2.1930, 1.2322)
F (0.0405, 1.1617, 1.8175)
F (0.2876, 2.9962, 0.6817)
F (-1.2625, 2.8662, 2.1694)
C (-2.1181, -2.7077, 1.5013)
O (-1.2965, -1.5803, 1.7654)
H (-3.1554, -2.4121, 1.3280)
H (-1.7549, -3.2513, 0.6230)
H (-2.1086, -3.3996, 2.3416)
H (-1.3168, -0.9851, 0.9907)
C (4.7731, 0.2854, 1.1299)
O (3.9491, -0.0623, 0.0131)
H (5.7524, -0.1932, 1.0497)
H (4.9251, 1.3625, 1.2209)
H (4.3023, -0.0613, 2.0472)
H (4.2684, 0.4185, -0.7556)

Forces on the atoms, in the same order (eV/Å):
K -0.099 0.101 -0.036
C -0.655 0.273 0.144
F 0.163 -0.213 -0.119
F 0.372 -0.096 -0.064
F 0.003 0.028 -0.046
S 0.355 -0.758 0.684
O -0.087 0.568 -0.063
O 0.568 -0.051 -0.020
N -0.392 0.107 -1.256
S -0.247 0.814 0.585
O 0.215 -0.433 -0.090
O 0.169 -0.170 0.134
C -0.240 0.031 -0.073
F -0.057 0.130 -0.090
F 0.126 -0.205 -0.017
F 0.086 0.035 0.252
C -0.145 -0.195 -0.437
O 0.636 -0.059 0.062
H 0.035 0.032 -0.049
H -0.167 0.011 -0.001
H 0.198 0.244 0.204
H -0.597 -0.115 0.246
C 0.370 0.010 0.002
O -0.266 0.034 0.276
H -0.048 -0.008 0.005
H -0.131 0.001 -0.098
H -0.147 -0.077 -0.101
H -0.019 -0.041 -0.033

Output
LUMO energy	-0.657	eV
DFT total energy	-72352.90377	eV
total charge	0
largest force on an atom	0.02568	Eh/bohr
Kohn-Sham gap	9.56	eV